No. 1
The following is a DFT calculation (ωB97M-V/def2-TZVPD) of a gas-phase ion, C6H12NO (charge +1) in a non-equilibrium geometry.

Atoms and positions in Å:
C -2.4411 -0.9374 1.5843
N -1.3702 -1.6125 1.7059
C -0.0979 -1.2026 1.2096
C 0.0151 -1.0202 -0.1155
C 1.3149 -0.4392 -0.6395
C 1.4987 1.0738 -0.2784
C 0.6908 1.8938 -1.2735
O -0.5988 1.3158 -1.4790
H -3.4381 -1.2838 1.8377
H -2.4355 -0.0625 0.9375
H -1.4027 -2.5471 2.1080
H 0.7404 -1.1976 1.8883
H -0.8445 -1.1886 -0.7514
H 1.5436 -0.7002 -1.6745
H 2.0647 -1.1041 -0.1697
H 1.3074 1.0552 0.7943
H 2.5698 1.2751 -0.3644
H 1.2278 1.9263 -2.2294
H 0.6158 2.9213 -0.8844
H -0.9602 1.8345 -2.2061

Force components x, y, z for each atom (eV/Å):
-0.7 0.0 -1.6
-0.2 -0.3 0.6
0.0 -0.2 -1.7
0.5 0.9 0.6
0.6 -1.5 0.2
0.4 -2.3 -0.7
0.4 0.6 0.9
0.2 0.4 0.0
0.4 -0.5 0.5
0.5 0.4 0.6
-0.2 0.2 0.5
-0.2 0.1 0.3
0.0 0.1 -0.1
-0.7 0.5 -0.3
0.1 0.8 0.4
-0.6 1.0 -0.1
-0.2 0.3 -0.2
0.0 -0.1 0.2
-0.2 -0.1 -0.3
-0.4 -0.2 0.0

Values from the calculation:
E_tot = -9945.6312 eV
Energy relative to the best compared isomer or geometry (same formula, charge and spin) = 34.0 kcal/mol
SMILES string = C=[NH+]/C=C/CCCO
Total charge = +1

---

No. 2
The following is a DFT calculation (ωB97M-V/def2-TZVPD) of a gas-phase ion, C6H12NO (charge +1) in a non-equilibrium geometry.

Atoms and positions in Å:
C -1.2981 -0.3361 2.4874
C -0.6377 -0.2772 1.4757
C 0.0533 -0.3774 0.1850
C -0.2988 -1.7582 -0.6288
C 1.5593 -0.4448 0.2674
O 1.9242 -1.6991 0.6044
N -0.6091 0.6556 -0.7178
C -0.8225 1.9340 -0.1035
H -1.7573 -0.1161 3.3779
H 0.1833 -1.7642 -1.5860
H 0.1579 -2.5658 -0.0292
H -1.3454 -1.7306 -0.8770
H 1.9047 0.4284 0.8546
H 1.9621 -0.0990 -0.7558
H 2.8306 -1.7122 0.9246
H -1.4541 0.0991 -1.0650
H -0.0062 0.6582 -1.5798
H -0.1038 1.9464 0.6213
H -0.9209 2.7130 -0.8509
H -1.8523 1.7845 0.3439

Force components x, y, z for each atom (eV/Å):
1.7 0.5 -2.5
-0.6 -1.0 0.6
-1.8 -3.1 -1.1
0.6 1.3 1.7
0.7 4.3 -2.2
0.7 -0.9 0.8
1.2 -3.2 -2.9
-4.4 -0.1 -0.9
-1.0 0.0 1.6
0.8 0.3 -0.5
-1.2 0.1 -0.5
-0.7 -0.8 0.6
0.2 -0.9 0.7
-0.5 -0.8 0.7
0.1 0.0 0.1
0.9 1.6 0.7
-0.5 0.4 0.8
1.8 1.3 1.9
0.6 0.2 0.2
1.3 0.8 0.0

Values from the calculation:
E_tot = -9944.0190 eV
Energy relative to the best compared isomer or geometry (same formula, charge and spin) = 71.2 kcal/mol
SMILES string = C#C[C@](C)(CO)[NH2+]C
Total charge = +1

---

No. 3
The following is a DFT calculation (ωB97M-V/def2-TZVPD) of a gas-phase ion, C6H12NO (charge +1) in a non-equilibrium geometry.

Atoms and positions in Å:
C -1.5403 -1.2414 0.3939
C -0.3917 -0.4437 1.0583
C 0.0750 1.8102 0.5193
C -2.4629 -0.4311 -0.5467
C 2.3626 -0.2261 -0.3751
C 1.0834 0.3247 -0.9851
N 0.2314 0.6065 0.2077
O -2.1861 0.5900 -1.1264
H -1.2225 -2.1003 -0.1177
H -2.1346 -1.5920 1.1435
H -0.8723 0.0691 1.9209
H 0.4428 -1.0623 1.2920
H -0.4553 2.2107 1.3554
H 0.7788 2.4480 -0.1038
H -3.3767 -0.8587 -0.8166
H 2.8667 0.4710 0.2288
H 2.0259 -1.1156 0.1826
H 3.0219 -0.5365 -1.1109
H 0.3986 -0.2587 -1.6433
H 1.3553 1.3363 -1.4770

Force components x, y, z for each atom (eV/Å):
0.7 2.4 -1.4
-0.5 2.2 -1.4
0.4 12.2 0.8
2.7 0.9 -0.1
-2.1 -1.8 0.0
-0.8 1.6 0.3
-0.5 -11.0 -2.6
0.7 -0.1 1.1
0.5 -1.2 -1.1
-1.8 -1.1 2.2
1.0 -0.3 -0.4
0.2 -1.1 0.8
-0.2 -0.2 0.2
-1.3 -0.1 1.6
-1.9 -1.2 -0.2
0.3 1.0 1.0
0.8 0.2 0.0
1.3 -0.7 -1.6
1.4 -0.1 0.1
-1.0 -1.7 0.6

Values from the calculation:
E_tot = -9940.9559 eV
Energy relative to the best compared isomer or geometry (same formula, charge and spin) = 34.1 kcal/mol
2S+1 = 3
Total charge = +1

---

No. 4
The following is a DFT calculation (ωB97M-V/def2-TZVPD) of 2 unconnected molecules or ions with the total composition C6H12NO3 in a non-equilibrium geometry.

Atoms and positions in Å:
C 0.7578 0.2302 1.5146
C -0.0841 0.3646 0.6808
C 1.8271 0.0125 2.3917
C 0.7712 0.7660 -1.9845
C 0.8404 -0.7098 -2.2435
C -1.0142 0.6089 -0.3583
N -0.5291 1.0749 -1.4752
O 1.1501 -1.4614 -1.0531
O -3.1944 -0.4292 2.2350
O -2.3084 0.6239 -0.1927
H 2.4767 0.8463 2.5420
H 1.6988 -0.4674 3.3750
H 2.4223 -0.7017 1.9358
H 1.0310 1.2168 -2.9629
H 1.5980 1.2237 -1.3777
H -0.1607 -0.8932 -2.7208
H 1.5140 -0.8074 -2.9732
H -1.2092 1.3091 -2.2469
H -2.4895 -1.0350 2.6002
H 1.2690 -2.3078 -1.3451
H -3.7006 0.0815 2.8939
H -2.6662 0.4545 0.7650

Force components x, y, z for each atom (eV/Å):
-0.8 0.2 0.1
-1.1 -0.1 -0.3
0.8 -0.3 2.1
2.6 0.6 0.1
-2.5 0.6 2.4
-0.3 1.2 1.4
-2.1 0.8 -2.4
-1.1 3.9 -0.3
0.9 -0.2 -0.4
0.0 -0.2 0.8
0.2 0.9 0.0
-0.9 0.5 -0.3
1.5 -1.5 -1.3
-1.2 0.2 0.4
-0.8 -0.9 0.1
0.7 -0.7 0.6
3.0 -1.1 -2.7
0.6 -0.3 1.5
-1.5 1.3 0.0
0.6 -3.8 -0.9
0.7 -0.7 0.0
0.9 -0.3 -1.1

Values from the calculation:
E_tot = -14040.2216 eV
Energy relative to the best compared isomer or geometry (same formula, charge and spin) = 34.9 kcal/mol
Total charge = +1

---

No. 5
The following is a DFT calculation (ωB97M-V/def2-TZVPD) of 2 unconnected molecules or ions with the total composition C6H12NO8S2 in a non-equilibrium geometry.

Atoms and positions in Å:
C -2.2198 -1.3392 -0.6981
O -1.9300 -2.4149 0.2683
C -0.6973 -2.1394 1.0406
C 0.6971 -2.4044 0.2213
C 1.1767 -1.1788 -0.7560
C 1.7007 0.1671 0.0200
O 0.7975 0.9150 0.9081
S 0.4558 2.5213 0.3366
O -0.8643 2.4394 -0.5156
O 0.3447 3.6425 1.4036
O 1.8729 2.5734 -0.6703
C 1.8784 1.2250 -1.2631
S 3.3943 0.8636 -2.3625
H -3.3599 -1.0558 -0.7758
H -1.5689 -0.3868 -0.4589
H -1.8289 -1.7338 -1.7546
H -0.7038 -2.9195 1.9445
H -0.7569 -1.0740 1.5680
H 1.5107 -2.7471 1.0050
H 0.5178 -3.3449 -0.4917
H 2.1146 -1.5925 -1.3682
H 0.3888 -0.8607 -1.5691
H 2.8265 -0.0031 0.3532
H 0.9956 1.1986 -2.0657
H 2.8913 0.4916 -3.6496
N -2.4084 2.2894 2.3325
O -1.3599 1.7211 2.6800
O -3.3108 1.6419 1.7763
O -2.5545 3.5051 2.5413

Force components x, y, z for each atom (eV/Å):
1.1 0.3 -1.1
1.2 1.7 0.1
0.1 -0.4 1.4
-0.8 -0.4 -0.6
0.5 -0.5 0.5
1.0 0.9 -3.7
1.0 0.7 -1.1
-5.3 2.2 0.7
5.9 -0.2 2.7
2.1 -4.9 -4.4
-1.6 -1.3 0.7
-1.3 -0.4 -1.3
-0.7 0.1 0.0
2.4 -0.8 0.5
-1.7 -1.7 -0.3
-1.0 0.9 1.9
-0.1 1.5 -2.1
0.2 -2.0 -1.4
-1.4 1.0 -1.7
0.3 2.0 1.6
-1.9 1.1 1.4
1.3 -0.8 1.9
-2.6 0.5 0.3
1.6 -0.2 2.2
0.0 0.7 2.0
-0.6 0.4 -0.1
0.8 -0.6 0.1
-0.3 -0.4 -0.2
0.0 0.2 0.1

Values from the calculation:
E_tot = -45948.7942 eV
Energy relative to the best compared isomer or geometry (same formula, charge and spin) = 122.8 kcal/mol
Total charge = -1

---

No. 6
The following is a DFT calculation (ωB97M-V/def2-TZVPD) of a single C6H12O molecule.

Atoms and positions in Å:
C 0.1438 2.3950 0.8931
C 0.1427 1.2442 -0.1060
C -0.8065 0.1046 0.2053
C -1.3458 -0.8263 -0.8546
C -0.1821 -1.2576 -0.0403
C 1.1469 -1.4544 -0.7292
O -0.3826 -2.2605 0.9173
H 1.0673 2.9716 0.7751
H 0.1244 2.0176 1.9233
H -0.7032 3.0768 0.7649
H 1.1311 0.7760 -0.0642
H 0.0309 1.6127 -1.1341
H -1.4294 0.2054 1.0966
H -1.1755 -0.5560 -1.8955
H -2.2768 -1.3469 -0.6548
H 0.9519 -2.4362 -1.1624
H 2.0056 -1.5113 -0.0421
H 1.3912 -0.7772 -1.5523
H 0.1663 -1.9773 1.6597

Force components x, y, z for each atom (eV/Å):
0.0 0.1 0.1
0.2 0.0 -0.1
0.4 -0.3 0.2
-0.2 -0.1 -0.2
-0.2 0.6 0.1
-0.2 -0.5 -0.2
-0.2 0.0 0.2
-0.2 0.0 0.0
0.0 0.1 -0.2
0.1 -0.1 0.0
0.1 0.5 -0.1
-0.1 0.0 0.2
0.2 -0.1 -0.2
0.0 -0.1 0.1
0.0 0.2 0.0
0.7 -0.2 -0.2
-0.3 0.0 -0.1
-0.2 0.0 0.2
-0.2 -0.3 0.1

Values from the calculation:
E_tot = -8462.9009 eV
Energy relative to the best compared isomer or geometry (same formula, charge and spin) = 33.5 kcal/mol
SMILES string = CC[C@H]1C[C@]1(C)O
Total charge = 0

---

No. 7
The following is a DFT calculation (ωB97M-V/def2-TZVPD) of a single C6H12O molecule.

Atoms and positions in Å:
C -0.8291 1.9606 -1.1836
C -1.5532 0.8002 -0.4781
C -0.4485 0.0191 0.2025
C -0.5136 -1.3635 0.8535
C 0.9990 -1.7275 0.8517
C 1.5812 -0.7562 -0.1946
O 0.4574 -0.2897 -0.8835
H -0.4025 2.6577 -0.4477
H 0.0050 1.5394 -1.7481
H -1.4745 2.5125 -1.8674
H -2.3138 1.1765 0.2170
H -2.0352 0.1370 -1.2043
H 0.0193 0.7012 0.9485
H -0.9450 -1.4203 1.8580
H -1.0753 -2.0182 0.1799
H 1.1588 -2.7732 0.5779
H 1.4663 -1.5305 1.8216
H 1.9946 0.1361 0.2885
H 2.3401 -1.1662 -0.8671

Force components x, y, z for each atom (eV/Å):
-0.2 0.1 -0.1
0.0 -0.1 0.0
0.1 0.0 -0.2
-0.1 0.0 0.0
0.0 -0.1 0.1
0.3 0.0 0.2
0.0 0.3 0.3
-0.2 -0.1 -0.1
-0.3 0.3 -0.1
-0.1 0.0 0.1
0.2 -0.2 0.0
-0.1 0.2 0.0
0.2 -0.1 -0.5
0.0 0.2 -0.2
0.1 0.0 0.2
0.0 0.1 0.1
-0.1 -0.2 0.0
0.5 -0.2 0.2
-0.3 -0.1 0.0

Values from the calculation:
E_tot = -8463.4384 eV
Energy relative to the best compared isomer or geometry (same formula, charge and spin) = 21.1 kcal/mol
SMILES string = CC[C@H]1CCCO1
Total charge = 0

---

No. 8
The following is a DFT calculation (ωB97M-V/def2-TZVPD) of a single C6H12O molecule.

Atoms and positions in Å:
C 2.5016 0.5586 0.3761
C 1.0253 0.7081 0.7190
C 0.0675 -0.1986 -0.0658
C 0.0869 0.1690 -1.5302
O 0.3125 -0.5895 -2.4423
C -1.3680 -0.0697 0.4766
C -2.3362 -1.0848 -0.1257
H 3.1070 1.0192 1.1716
H 2.7925 -0.4928 0.3037
H 2.7681 1.0449 -0.5677
H 0.8868 0.4705 1.7843
H 0.7117 1.7545 0.5949
H 0.3925 -1.2444 0.0117
H -0.1379 1.2444 -1.7291
H -1.7317 0.9530 0.2981
H -1.3320 -0.1921 1.5671
H -3.3393 -0.9759 0.3003
H -1.9941 -2.1074 0.0698
H -2.4134 -0.9670 -1.2122

Force components x, y, z for each atom (eV/Å):
0.2 0.2 0.1
-0.2 0.0 0.3
0.0 -0.1 0.0
0.1 -0.2 -0.2
-0.1 0.3 0.4
0.0 0.1 0.0
0.0 0.0 0.0
-0.1 -0.1 -0.3
0.0 0.1 0.0
-0.1 -0.1 0.1
0.0 0.1 -0.2
0.0 -0.1 0.0
0.0 0.1 0.0
0.0 -0.1 0.0
0.1 -0.1 0.0
0.0 0.0 -0.2
0.2 0.0 -0.1
-0.1 0.1 0.0
0.0 0.0 0.1

Values from the calculation:
E_tot = -8463.9552 eV
Energy relative to the best compared isomer or geometry (same formula, charge and spin) = 9.2 kcal/mol
SMILES string = CCC(C=O)CC
Total charge = 0

---

No. 9
The following is a DFT calculation (ωB97M-V/def2-TZVPD) of a single C6H12O molecule.

Atoms and positions in Å:
C 1.2539 1.7712 0.2963
C -0.0214 1.0352 0.6685
O -0.8113 1.5298 1.4449
C -0.2866 -0.3188 0.0024
C -0.7359 0.0030 -1.4434
C -1.4029 -1.0557 0.7479
C 0.9889 -1.1807 0.0145
H 1.6996 1.4169 -0.6377
H 1.9789 1.6154 1.1035
H 1.0535 2.8438 0.2381
H -1.2997 0.9434 -1.4831
H -1.3968 -0.7799 -1.8270
H 0.1135 0.0836 -2.1305
H -1.5548 -2.0408 0.2908
H -1.1433 -1.1998 1.8022
H -2.3479 -0.5077 0.7090
H 1.4738 -1.1642 0.9991
H 1.7242 -0.8516 -0.7269
H 0.7407 -2.2221 -0.2157

Force components x, y, z for each atom (eV/Å):
0.0 0.0 0.0
-0.2 0.2 0.1
0.3 -0.2 -0.3
0.0 -0.1 0.0
0.0 0.0 -0.1
-0.1 0.0 0.0
0.1 0.0 0.0
-0.1 0.1 0.2
-0.1 0.0 -0.1
0.0 -0.2 0.0
0.1 -0.2 0.0
0.1 0.0 0.1
-0.1 0.1 0.1
0.0 0.2 0.1
0.0 0.0 -0.2
0.2 0.0 0.0
-0.1 -0.1 -0.1
-0.1 0.0 0.1
0.0 0.1 0.0

Values from the calculation:
E_tot = -8464.2386 eV
Energy relative to the best compared isomer or geometry (same formula, charge and spin) = 2.7 kcal/mol
SMILES string = CC(=O)C(C)(C)C
Total charge = 0

---

No. 10
The following is a DFT calculation (ωB97M-V/def2-TZVPD) of a molecular structure, C6H12O.

Atoms and positions in Å:
C -1.2219 -1.7280 -0.5097
C 0.0489 -1.1219 0.0400
O 1.1697 -1.2333 -0.8546
C 1.6193 0.0759 -0.4823
C 0.2607 0.4126 0.1625
C 0.2639 0.9600 1.5816
C -0.5843 1.2918 -0.7565
H -1.0428 -2.7753 -0.7781
H -2.0137 -1.7081 0.2483
H -1.5698 -1.2002 -1.4018
H 0.2989 -1.6122 0.9970
H 1.9168 0.6662 -1.3579
H 2.4541 0.0385 0.2336
H 0.8692 0.3363 2.2488
H -0.7574 0.9919 1.9814
H 0.6621 1.9811 1.6150
H -1.6377 1.3207 -0.4537
H -0.5326 0.9647 -1.8010
H -0.2031 2.3208 -0.7150

Force components x, y, z for each atom (eV/Å):
0.0 0.0 0.0
-0.3 -0.1 0.1
0.1 -0.1 -0.1
0.2 0.3 0.0
0.0 0.1 0.0
0.0 0.0 0.0
0.0 0.0 0.0
0.0 0.2 0.0
0.1 0.0 -0.1
0.1 -0.1 0.1
0.0 0.1 -0.1
0.0 -0.1 0.1
-0.1 -0.1 -0.1
-0.1 0.1 -0.1
0.1 0.0 0.0
0.0 -0.1 0.0
0.1 -0.1 0.0
0.0 0.0 0.2
-0.1 -0.2 0.0

Values from the calculation:
E_tot = -8463.3345 eV
Energy relative to the best compared isomer or geometry (same formula, charge and spin) = 23.5 kcal/mol
Total charge = 0

---

No. 11
The following is a DFT calculation (ωB97M-V/def2-TZVPD) of a single C6H12O molecule in a non-equilibrium geometry.

Atoms and positions in Å:
C -2.1330 0.2131 1.4656
C -1.7782 -0.1268 0.2131
C -0.8934 -1.3410 0.0289
C 0.6479 -1.1970 -0.1816
C 1.2143 -0.0635 -1.0370
C 0.9591 1.3489 -0.5775
O 1.6008 1.6247 0.6891
H -1.4575 -0.0269 2.2813
H -3.0471 0.7104 1.7844
H -1.7837 0.6160 -0.5896
H -1.3924 -1.9230 -0.7734
H -0.8816 -1.9583 0.9476
H 0.9358 -2.1466 -0.6143
H 1.1703 -1.0162 0.7736
H 0.8652 -0.1639 -2.0866
H 2.3111 -0.0026 -1.0399
H -0.0879 1.6397 -0.3779
H 1.2207 2.0890 -1.3500
H 2.5296 1.7240 0.4443

Force components x, y, z for each atom (eV/Å):
-0.3 0.0 -0.1
1.5 0.5 1.2
0.9 0.2 0.3
0.2 1.0 -0.1
-0.5 0.4 -1.2
-1.7 1.3 0.9
0.3 -0.1 -1.1
-0.5 -1.2 0.2
0.5 1.0 -0.5
-1.5 -0.8 -0.4
0.6 0.1 0.3
-0.8 0.2 -0.4
0.5 -0.2 0.1
-0.6 -0.6 0.0
0.3 0.1 0.4
0.0 -1.1 -0.2
0.3 -0.6 -0.1
0.6 -0.3 0.1
0.0 0.0 0.5

Values from the calculation:
E_tot = -8461.6807 eV
Energy relative to the best compared isomer or geometry (same formula, charge and spin) = 61.6 kcal/mol
SMILES string = C=CCCCCO
Total charge = 0